(1)
A 3-piece molecular cluster, CH3NO2S3 overall at a distorted geometry. Source: the Open Molecules 2025 dataset; level of theory: ωB97M-V/def2-TZVPD.

Computed properties:
Molar mass in g mol⁻¹: 157.24
LUMO (alpha / beta) in eV: 0.44 / -1.76
2S+1: 3
Relative energy (zero: lowest compared OMol25 entry of this formula, charge and spin) in kcal per mole: 0.00
E in eV: -39174.33404

```
10
Properties=species:S:1:pos:R:3:mulliken_charge:R:1
C -1.498 0.168 -2.350 0.681
N 1.939 -1.578 -1.653 -0.097
O -1.750 -0.306 -3.348 -0.334
O -1.150 0.669 -1.385 -0.346
S 1.038 -2.039 -2.832 -0.011
S 3.223 -2.375 -0.988 -0.064
S -2.048 1.695 4.423 -0.300
H -2.271 2.489 3.352 0.148
H 3.596 -1.319 -0.077 0.172
H -1.079 2.594 4.858 0.152
```

(2)
C5H7N3 in the gas phase at a distorted geometry. Source: the Open Molecules 2025 dataset; level of theory: ωB97M-V/def2-TZVPD.

Computed properties:
Molar mass in g mol⁻¹: 109.13
LUMO in eV: 0.24
Relative energy (zero: lowest compared OMol25 entry of this formula, charge and spin) in kcal per mole: 144.56
E in eV: -9763.11902

```
15
Properties=species:S:1:pos:R:3:mulliken_charge:R:1
C -1.427 -1.789 0.133 -0.769
C -0.834 -0.407 0.043 0.420
C -1.240 1.751 0.093 -0.077
C 0.115 1.581 0.239 -0.235
C 2.603 -0.159 0.105 -0.349
H -1.570 -2.343 1.217 0.250
H -2.542 -1.651 -0.314 0.285
H -0.974 -2.337 -0.793 0.254
H -1.329 2.904 -0.515 0.193
H 0.833 2.374 -0.217 0.252
H 2.997 0.763 0.302 0.298
H 3.542 -0.864 -0.420 0.201
N -1.868 0.497 -0.056 -0.564
N 0.347 0.199 0.307 0.518
N 1.349 -0.520 -0.121 -0.677
```

(3)
C22H32F6HfO16 as an isolated structure at a distorted geometry. Source: the Open Molecules 2025 dataset; level of theory: ωB97M-V/def2-TZVPD.

Computed properties:
Molar mass in g mol⁻¹: 844.96
LUMO in eV: 0.37
E in eV: -73705.70321

```
77
Properties=species:S:1:pos:R:3:mulliken_charge:R:1
Hf 1.347 0.043 -0.314 4.681
C -1.197 -0.829 -2.970 -0.361
O -2.147 -0.872 -1.830 0.050
O -0.004 -0.359 -2.411 -0.955
C -1.012 -2.194 -3.755 0.725
F -2.160 -2.812 -4.150 -0.318
F -0.276 -2.044 -4.868 -0.271
F -0.493 -3.131 -2.972 -0.232
C -3.508 -1.134 -2.064 -0.502
C -4.283 -0.338 -0.980 -0.763
H -5.372 -0.388 -1.014 0.440
H -3.953 -0.625 0.019 -0.114
H -3.957 0.696 -1.089 0.200
H -3.743 -2.195 -2.145 0.293
H -3.698 -0.740 -3.063 0.402
H -1.632 -0.221 -3.764 0.211
C 1.214 0.812 3.412 -0.608
O 0.590 2.062 3.263 -0.070
O 1.029 0.282 2.100 -0.982
C 2.748 0.981 4.087 0.654
F 3.186 2.173 3.549 -0.265
F 2.723 1.207 5.356 -0.264
F 3.689 0.065 3.896 -0.258
C 0.068 2.756 4.378 -0.408
C -0.304 4.124 3.873 -1.093
H -1.156 4.572 4.384 0.324
H 0.600 4.733 3.890 0.371
H -0.530 4.121 2.807 0.126
H 0.809 2.913 5.162 0.384
H -0.741 2.231 4.886 0.343
H 0.591 0.276 4.128 0.345
O 4.117 -3.184 -0.315 -0.531
C 3.096 -2.301 -0.139 0.577
O 2.080 -2.247 -0.817 -0.662
O 3.298 -1.235 0.445 -0.800
H 3.732 -3.854 -0.885 0.335
O 2.558 4.029 -0.226 -0.521
C 2.292 2.805 -0.442 0.802
O 2.886 1.888 0.042 -0.787
O 1.428 2.292 -1.187 -0.824
H 3.129 3.985 0.545 0.345
O -0.728 1.039 0.066 0.025
C -1.683 1.643 0.593 0.234
O -1.902 2.913 0.212 -0.300
C -2.854 3.519 0.999 -0.476
C -3.601 2.492 1.763 -0.778
C -2.779 1.260 1.572 0.072
H -3.557 3.949 0.285 0.422
H -2.457 4.214 1.738 0.198
H -4.655 2.507 1.488 0.253
H -3.494 2.725 2.823 0.284
H -3.373 0.348 1.506 0.254
H -2.172 1.310 2.476 0.211
O 2.923 -0.029 -2.313 -0.708
C 3.393 -0.130 -3.444 0.060
O 4.045 0.843 -3.971 -0.377
C 4.643 0.584 -5.215 -0.402
C 4.000 -0.835 -5.637 -0.638
C 3.222 -1.279 -4.451 0.178
H 5.715 0.435 -5.086 0.260
H 4.452 1.375 -5.940 0.322
H 4.799 -1.532 -5.888 0.274
H 3.374 -0.671 -6.514 0.270
H 3.510 -2.289 -4.158 0.359
H 2.155 -1.317 -4.669 -0.127
O -0.299 -1.713 0.421 0.155
C -0.930 -2.431 1.143 -0.058
O -1.407 -2.065 2.408 -0.362
C -2.050 -3.094 3.116 -0.500
C -2.142 -4.286 2.153 -0.570
C -1.379 -3.895 0.880 -0.242
H -3.010 -2.667 3.408 0.277
H -1.464 -3.312 4.009 0.281
H -3.177 -4.556 1.947 0.347
H -1.571 -5.001 2.745 0.248
H -2.081 -3.884 0.046 0.160
H -0.506 -4.512 0.667 0.375
```

(4)
C36H37BrCsGeN2O3Te4 as an isolated structure at a distorted geometry. Source: the Open Molecules 2025 dataset; level of theory: ωB97M-V/def2-TZVPD.

Computed properties:
Net charge: -2
Molar mass in g mol⁻¹: 1341.52
LUMO (alpha / beta) in eV: 3.01 / 3.01
2S+1: 2
Relative energy (zero: lowest compared OMol25 entry of this formula, charge and spin) in kcal per mole: 0.00
E in eV: -203334.22246

```
85
Properties=species:S:1:pos:R:3:mulliken_charge:R:1
Cs 0.916 -0.368 1.204 1.800
C -3.592 -3.991 2.841 -0.963
N -2.269 -3.826 2.285 0.172
C -1.478 -5.039 2.185 -1.065
C -1.598 -2.633 2.292 0.413
O -0.408 -2.557 2.072 -0.537
C -2.449 -1.379 2.523 -1.205
O -1.648 -0.233 2.442 0.218
C -2.415 0.944 2.553 -1.310
C -1.509 2.173 2.422 0.697
O -0.298 2.045 2.407 -0.695
N -2.119 3.385 2.418 0.532
C -3.509 3.587 2.738 -1.084
C -1.290 4.575 2.422 -1.146
H -4.096 -4.809 2.324 0.325
H -4.195 -3.098 2.705 0.340
H -3.559 -4.234 3.910 0.295
H -1.987 -5.751 1.534 0.325
H -1.336 -5.496 3.170 0.333
H -0.504 -4.794 1.771 0.313
H -2.933 -1.434 3.510 0.424
H -3.245 -1.346 1.763 0.454
H -2.919 0.962 3.531 0.436
H -3.187 0.963 1.771 0.456
H -4.099 2.699 2.529 0.334
H -3.907 4.392 2.117 0.381
H -3.636 3.860 3.793 0.278
H -0.286 4.311 2.104 0.304
H -1.227 5.000 3.429 0.302
H -1.722 5.309 1.739 0.314
Te 2.359 0.518 4.335 0.183
Te 3.808 1.300 6.589 -0.346
Te 2.299 3.792 7.198 -0.434
Te 0.944 3.028 5.047 -0.174
Br 2.009 -1.973 -1.435 -0.183
C 3.528 -3.081 -1.082 0.505
C 4.032 -3.763 -2.151 -0.655
C 5.134 -4.625 -1.967 -0.419
C 5.668 -4.779 -0.723 -0.883
C 5.140 -4.076 0.392 0.994
C 5.687 -4.276 1.679 -0.787
C 5.155 -3.602 2.743 -0.812
C 4.088 -2.695 2.557 -0.631
C 3.492 -2.408 1.337 -0.002
C 4.045 -3.167 0.246 0.061
H 3.586 -3.646 -3.130 0.424
H 5.541 -5.162 -2.817 0.336
H 6.508 -5.448 -0.561 0.263
H 6.520 -4.963 1.799 0.263
H 5.564 -3.756 3.739 0.333
H 3.739 -2.187 3.457 0.065
C -1.162 -2.157 -4.805 -0.384
C -0.303 -1.135 -5.181 -0.659
C -0.036 -0.085 -4.311 -0.082
C -0.605 -0.020 -3.039 -0.161
C -1.461 -1.067 -2.685 -0.069
C -1.749 -2.116 -3.547 -0.637
Ge -0.140 1.343 -1.613 -0.282
C 1.064 2.532 -2.707 -0.735
C 0.753 3.818 -3.148 0.256
C 1.688 4.619 -3.792 -0.664
C 2.972 4.146 -4.024 -0.361
C 3.306 2.866 -3.603 -0.662
C 2.367 2.082 -2.948 -0.141
C -1.855 2.439 -1.704 -0.317
C -1.942 3.612 -0.948 -0.108
C -3.121 4.336 -0.831 -0.853
C -4.279 3.889 -1.454 -0.568
C -4.225 2.724 -2.208 -0.703
C -3.032 2.022 -2.332 0.035
H -1.362 -2.983 -5.478 0.332
H 0.171 -1.156 -6.157 0.352
H 0.639 0.702 -4.631 0.288
H -1.909 -1.070 -1.693 0.485
H -2.414 -2.912 -3.230 0.353
H -0.248 4.208 -2.993 0.271
H 1.410 5.618 -4.114 0.356
H 3.707 4.771 -4.519 0.327
H 4.306 2.481 -3.769 0.377
H 2.657 1.091 -2.610 0.355
H -1.057 3.973 -0.430 0.601
H -3.138 5.251 -0.246 0.470
H -5.207 4.442 -1.357 0.353
H -5.116 2.362 -2.712 0.369
H -3.019 1.124 -2.941 0.268
```

(5)
A 9-piece molecular cluster, H20NO8 overall at a distorted geometry. Source: the Open Molecules 2025 dataset; level of theory: ωB97M-V/def2-TZVPD.

Computed properties:
Net charge: +1
Molar mass in g mol⁻¹: 162.16
LUMO in eV: -2.92
Relative energy (zero: lowest compared OMol25 entry of this formula, charge and spin) in kcal per mole: 84.58
E in eV: -18186.59060

```
29
Properties=species:S:1:pos:R:3:mulliken_charge:R:1
N 5.789 27.787 56.132 -0.274
H 5.504 27.618 57.031 0.350
H 6.308 26.941 55.834 0.295
H 6.244 28.755 56.041 0.282
H 4.966 27.837 55.696 0.298
O 3.781 29.841 56.800 -0.577
H 3.505 30.703 56.748 0.270
H 3.095 29.118 56.688 0.318
O 4.561 27.231 53.023 -0.586
H 5.220 26.884 52.517 0.303
H 4.642 28.090 53.289 0.369
O 6.996 28.654 58.915 -0.586
H 7.778 28.290 58.286 0.339
H 6.851 29.470 58.987 0.224
O 6.476 25.356 58.461 -0.583
H 6.612 24.453 58.285 0.284
H 7.036 25.741 59.093 0.290
O 8.402 25.657 55.621 -0.566
H 8.223 24.756 55.630 0.292
H 9.152 25.584 56.096 0.278
O 3.826 26.076 57.368 -0.699
H 3.109 26.464 57.938 0.346
H 4.577 25.713 57.977 0.373
O 4.995 29.989 53.911 -0.692
H 5.440 30.345 53.125 0.315
H 4.086 30.049 53.684 0.326
O 6.532 31.687 55.502 -0.662
H 6.147 31.113 54.861 0.343
H 6.666 32.713 55.156 0.330
```

(6)
C8H16BrNO3 in the gas phase. Source: the Open Molecules 2025 dataset; level of theory: ωB97M-V/def2-TZVPD.

Computed properties:
Molar mass in g mol⁻¹: 254.12
LUMO in eV: 0.62
Relative energy (zero: lowest compared OMol25 entry of this formula, charge and spin) in kcal per mole: 42.90
E in eV: -86227.61065

```
29
Properties=species:S:1:pos:R:3:mulliken_charge:R:1
C -0.232 0.986 3.307 -1.252
C -1.543 0.857 2.525 -0.298
C -1.505 -0.272 1.486 -0.493
C -2.533 -0.088 0.387 -0.604
O -2.311 0.997 -0.528 -0.276
O -0.901 1.285 -0.558 -0.056
C -0.509 1.479 -1.866 0.395
O -1.213 1.874 -2.728 -0.436
N 0.872 1.159 -1.982 -0.426
C 1.083 -0.260 -2.258 -0.021
Br 0.800 -0.604 -4.158 -0.140
C 2.486 -0.697 -1.832 -0.326
C 2.525 -2.125 -1.264 -1.093
H -0.419 1.328 4.326 0.373
H 0.279 0.024 3.379 0.317
H 0.436 1.707 2.835 0.284
H -1.784 1.793 2.018 0.305
H -2.357 0.640 3.219 0.378
H -1.766 -1.214 1.977 0.410
H -0.501 -0.399 1.082 0.236
H -2.683 -1.009 -0.185 0.302
H -3.489 0.170 0.850 0.321
H 1.318 1.364 -1.092 0.318
H 0.330 -0.877 -1.763 0.135
H 3.128 -0.655 -2.710 0.394
H 2.877 0.021 -1.109 0.300
H 1.526 -2.492 -1.027 0.324
H 2.964 -2.821 -1.977 0.323
H 3.122 -2.173 -0.354 0.304
```

(7)
An isolated ion of composition C5H10N3O and charge +1 at a distorted geometry. Source: the Open Molecules 2025 dataset; level of theory: ωB97M-V/def2-TZVPD.

Computed properties:
Net charge: +1
Molar mass in g mol⁻¹: 128.16
LUMO in eV: -3.52
Relative energy (zero: lowest compared OMol25 entry of this formula, charge and spin) in kcal per mole: 15.04
E in eV: -11858.12747

```
19
Properties=species:S:1:pos:R:3:mulliken_charge:R:1
C -0.137 2.190 0.211 -0.268
C 1.229 -0.814 1.318 0.441
C 0.692 0.035 0.002 -0.285
C -0.809 -0.020 -0.264 0.145
C -1.254 -0.550 -1.656 -1.100
N -1.174 1.402 -0.126 -0.208
N 0.949 1.430 0.331 -0.238
N 1.119 -2.084 1.146 -0.338
O 1.582 -0.224 2.302 -0.580
H -0.227 3.196 0.229 0.505
H 1.291 -0.172 -0.815 0.422
H -1.305 -0.499 0.677 0.309
H -0.631 -1.461 -1.702 0.296
H -0.991 0.280 -2.310 0.386
H -2.308 -0.752 -1.707 0.354
H -2.009 1.807 -0.560 0.294
H 1.971 1.588 0.759 0.358
H 0.753 -2.607 0.249 0.238
H 1.259 -2.744 1.916 0.268
```

(8)
A 2-piece molecular cluster, C5H14 overall at a distorted geometry. Source: the Open Molecules 2025 dataset; level of theory: ωB97M-V/def2-TZVPD.

Computed properties:
Molar mass in g mol⁻¹: 74.17
LUMO in eV: 1.18
Relative energy (zero: lowest compared OMol25 entry of this formula, charge and spin) in kcal per mole: 10.32
E in eV: -5411.60194

```
19
Properties=species:S:1:pos:R:3:mulliken_charge:R:1
C 0.880 0.077 -2.613 -0.893
C 1.593 -0.073 -1.285 -0.697
H 0.732 -0.869 -3.142 0.288
H -0.081 0.592 -2.600 0.275
H 1.502 0.635 -3.320 0.339
H 1.881 0.896 -0.871 0.234
H 2.515 -0.640 -1.397 0.345
H 0.964 -0.525 -0.530 0.155
C -1.081 -0.411 0.969 -0.075
C -1.122 1.137 0.752 -1.020
C -0.400 -0.779 2.275 -1.349
H -0.463 -0.702 0.125 0.110
H -2.071 -0.859 1.022 0.339
H -2.047 1.506 0.319 0.262
H -0.973 1.578 1.716 0.403
H 0.527 -0.228 2.444 0.332
H -0.160 -1.844 2.293 0.360
H -0.260 1.429 0.161 0.197
H -1.057 -0.595 3.127 0.395
```

(9)
C4H2N2O in the gas phase at a distorted geometry. Source: the Open Molecules 2025 dataset; level of theory: ωB97M-V/def2-TZVPD.

Computed properties:
Molar mass in g mol⁻¹: 94.07
LUMO in eV: -1.19
Relative energy (zero: lowest compared OMol25 entry of this formula, charge and spin) in kcal per mole: 133.02
E in eV: -9200.97104

```
9
Properties=species:S:1:pos:R:3:mulliken_charge:R:1
C 0.474 1.086 0.374 -0.507
C 0.077 -0.199 -0.101 0.198
C -0.322 -1.395 -0.276 0.301
C -0.234 -2.708 -0.488 0.214
H 0.048 3.749 -0.216 0.487
H 0.985 1.182 1.306 0.437
N 0.084 2.171 -0.027 -0.326
N -0.122 -3.887 -0.719 -0.419
O -0.092 3.298 0.884 -0.384
```

(10)
A 9-piece molecular cluster, C6H30NO9 overall. Source: the Open Molecules 2025 dataset; level of theory: ωB97M-V/def2-TZVPD.

Computed properties:
Net charge: -1
Molar mass in g mol⁻¹: 260.30
LUMO in eV: 3.14
Relative energy (zero: lowest compared OMol25 entry of this formula, charge and spin) in kcal per mole: 0.00
E in eV: -26630.59244

```
46
Properties=species:S:1:pos:R:3:mulliken_charge:R:1
C -0.190 2.394 0.118 -0.743
O 0.169 2.122 1.453 -0.590
C 0.860 1.921 -0.937 0.020
C 0.505 0.587 -1.571 -0.631
C -0.756 0.558 -2.436 1.263
C -0.640 1.475 -3.648 -1.695
C -1.024 -0.871 -2.909 -1.667
N 2.211 1.830 -0.372 -0.606
H -0.271 3.480 0.051 0.315
H -1.160 1.954 -0.094 0.323
H 0.891 2.676 -1.721 0.447
H 0.417 -0.185 -0.806 -0.146
H 1.353 0.209 -2.147 0.494
H -1.621 0.847 -1.829 0.143
H 0.235 1.191 -4.238 0.310
H -0.519 2.527 -3.373 0.352
H -1.513 1.427 -4.306 0.449
H -1.073 -1.577 -2.081 0.301
H -1.946 -0.935 -3.486 0.442
H -0.217 -1.203 -3.578 0.348
H 2.417 2.674 0.162 0.250
H 2.241 1.022 0.236 0.194
H -1.019 -2.226 3.110 0.449
H 0.287 -1.778 2.376 0.415
O -0.244 -2.594 2.606 -0.885
H 3.501 0.634 -1.639 0.341
H 3.344 -0.818 -1.185 0.419
O 3.782 -0.266 -1.863 -0.740
H 1.791 -1.036 0.856 0.396
H 2.786 -2.283 0.618 0.248
O 2.359 -1.524 0.183 -0.673
H 0.535 1.201 1.604 0.444
H 1.835 -0.129 2.679 0.086
O 1.070 -0.264 2.094 -1.115
H -2.097 -3.941 0.756 0.272
H -0.955 -2.978 1.171 0.449
O -1.575 -3.204 0.409 -0.714
H -0.891 1.569 3.538 0.335
H -0.044 0.311 3.435 0.467
O -0.730 0.735 4.015 -0.780
H -1.810 -0.203 0.947 0.346
H -2.360 -1.606 0.594 0.455
O -2.630 -0.720 0.942 -0.816
H -2.771 -1.131 2.726 0.443
H -2.009 -0.538 3.892 0.440
O -2.522 -1.338 3.648 -0.855
```

(11)
C3H8N2O3S in the gas phase at a distorted geometry. Source: the Open Molecules 2025 dataset; level of theory: ωB97M-V/def2-TZVPD.

Computed properties:
Molar mass in g mol⁻¹: 152.18
LUMO in eV: 0.18
Relative energy (zero: lowest compared OMol25 entry of this formula, charge and spin) in kcal per mole: 124.27
E in eV: -23193.71234

```
17
Properties=species:S:1:pos:R:3:mulliken_charge:R:1
C -0.395 0.747 -0.095 -0.913
C 1.380 -0.936 -0.191 0.647
C 0.990 0.404 0.414 0.381
N -2.960 0.316 -0.412 -0.505
N 2.065 1.330 0.242 -0.668
O 2.550 -1.328 0.142 -0.446
O 0.685 -1.528 -0.968 -0.599
O -1.830 -1.367 1.374 -0.639
S -1.503 -0.488 -0.056 0.610
H -0.278 0.980 -1.138 0.156
H 0.961 0.177 1.582 0.335
H -3.545 -0.432 -0.819 0.318
H -3.356 0.459 0.522 0.315
H 1.829 2.204 0.529 0.244
H 2.243 1.399 -0.750 0.238
H 2.794 -0.756 0.903 0.380
H -1.630 -1.180 -1.279 0.145
```

(12)
C3H3N3O in the gas phase at a distorted geometry. Source: the Open Molecules 2025 dataset; level of theory: ωB97M-V/def2-TZVPD.

Computed properties:
Molar mass in g mol⁻¹: 97.08
LUMO in eV: -0.19
Relative energy (zero: lowest compared OMol25 entry of this formula, charge and spin) in kcal per mole: 41.40
E in eV: -9675.65881

```
10
Properties=species:S:1:pos:R:3:mulliken_charge:R:1
O 1.990 -0.347 -0.134 -0.483
C 0.728 -0.063 0.151 0.788
C 0.259 1.262 0.053 -0.198
N -1.037 1.478 0.065 -0.330
N -1.827 0.415 -0.171 -0.388
C -1.299 -0.797 -0.018 -0.006
N -0.065 -1.073 0.416 -0.551
H 2.086 -1.283 0.109 0.383
H 0.972 2.075 -0.036 0.408
H -1.807 -1.668 -0.435 0.376
```